(1)
12
Properties=species:S:1:pos:R:3:lowdin_spin:R:1 method="wB97M-V/def2-TZVPD" spin_multiplicity=2 homo_energy_ev="-11.87 / -11.84" orbital_gap_ev="7.181 / 6.088" e_lumo_ev="-4.69 / -5.75" de_lowest_kcal_mol=15.9 total_charge=+1 e_tot_ev=-10645.751
O 1.4341 -1.0639 -0.6364 0.315
C 0.3218 -1.1147 0.0139 0.371
C 0.2076 -0.2883 1.2105 0.073
Hg 3.6323 -0.6719 -0.2165 0.206
Li 0.5187 -1.4813 -2.5721 0.002
H 1.0470 0.3960 1.4105 0.007
H -0.2155 -0.9034 2.0209 0.000
C -1.1065 0.3534 0.3614 0.009
C -1.1935 1.4428 -0.4093 0.015
H -2.1597 1.9168 -0.5928 0.000
H -2.0174 -0.1941 0.6223 0.002
H -0.4690 1.6086 -1.2124 0.000

(2)
101
Properties=species:S:1:pos:R:3:mulliken_charge:R:1 method="wB97M-V/def2-TZVPD" homo_energy_ev=-9.22 orbital_gap_ev=9.679 smiles="CC(=O)N(C)CCCC[C@](F)(S)OC(=O)N(C)C(C)=O.Fc1ccccc1.Fc1ccccc1.Fc1ccccc1.Fc1ccccc1.Fc1ccccc1" e_lumo_ev=0.46 de_lowest_kcal_mol=0.0 e_tot_ev=-82609.347
C 2.3234 -1.4943 1.1974 -1.312
C 1.4457 -0.2480 1.0324 0.664
O 0.9359 0.1874 2.0042 -0.521
N 1.2580 0.4158 -0.2190 0.256
C 2.3464 0.0845 -1.1499 -1.270
C -0.0578 -0.0086 -0.7832 1.271
C -0.9878 1.1700 -1.1098 -1.322
C -1.4516 2.0195 0.1291 0.251
C -2.9729 1.9490 0.3659 -1.081
C -3.4711 0.7036 1.1188 0.957
F -4.5995 1.0679 1.7893 -0.329
S -2.3463 0.0718 2.4200 -0.271
O -3.7163 -0.2890 0.1325 -0.237
C -4.0906 -1.5232 0.5997 0.165
O -4.9699 -1.7104 1.3135 -0.446
N -3.3639 -2.6884 0.1075 0.183
C -2.3508 -3.1584 1.0777 -0.744
C -2.8632 -2.4714 -1.1966 0.685
C -1.4590 -2.9012 -1.6379 -0.673
O -3.5536 -1.9776 -2.0136 -0.576
H 1.8657 -2.1880 1.9133 0.350
H 3.2702 -1.1746 1.6468 0.367
H 2.4914 -2.0593 0.2737 0.335
H 2.3625 0.7417 -2.0261 0.285
H 2.2899 -0.9586 -1.5104 0.474
H 3.3141 0.1726 -0.6367 0.347
H 0.1850 -0.4822 -1.7500 0.459
H -0.5423 -0.7722 -0.1585 -1.297
H -1.8542 0.8661 -1.7139 0.593
H -0.4011 1.8368 -1.7622 0.236
H -1.2339 3.0527 -0.1571 -0.624
H -0.8306 1.8237 1.0111 0.709
H -3.4488 1.9549 -0.6266 0.316
H -3.3668 2.8193 0.8958 0.251
H -1.3423 -0.5306 1.7501 -0.001
H -2.7334 -3.1150 2.1012 0.405
H -1.3956 -2.6182 1.0319 -0.102
H -2.1754 -4.2108 0.8682 0.465
H -1.1170 -2.2380 -2.4380 0.332
H -1.4584 -3.9204 -2.0488 0.433
H -0.7062 -2.8549 -0.8416 -0.046
F -1.1911 -5.6434 1.9707 -0.332
C 0.0923 -5.7003 2.3788 0.388
C 0.3676 -5.8170 3.7267 -0.504
C 1.6903 -5.8770 4.1423 -0.407
C 2.7170 -5.8095 3.2087 -0.566
C 2.4221 -5.6876 1.8574 -0.420
C 1.1003 -5.6376 1.4364 -0.301
H -0.4463 -5.8594 4.4391 0.432
H 1.9203 -5.9755 5.1951 0.388
H 3.7480 -5.8522 3.5361 0.401
H 3.2218 -5.6310 1.1301 0.397
H 0.8495 -5.5509 0.3864 0.514
F 4.8764 -1.5806 3.2391 -0.232
C 5.1876 -0.6604 4.1750 0.341
C 4.2326 0.2654 4.5477 -0.305
C 4.5505 1.2093 5.5136 -0.513
C 5.8170 1.2212 6.0845 -0.485
C 6.7657 0.2853 5.6939 -0.403
C 6.4492 -0.6672 4.7356 -0.468
H 3.2527 0.2446 4.0850 0.562
H 3.8099 1.9362 5.8207 0.371
H 6.0638 1.9613 6.8351 0.364
H 7.7537 0.2969 6.1357 0.357
H 7.1720 -1.4102 4.4238 0.411
F -1.5353 2.4437 -5.0449 -0.363
C -1.9335 3.5842 -4.4503 0.418
C -0.9919 4.3896 -3.8392 -0.363
C -1.4030 5.5667 -3.2303 -0.310
C -2.7463 5.9179 -3.2315 -0.610
C -3.6806 5.0955 -3.8457 -0.365
C -3.2730 3.9217 -4.4653 -0.525
H 0.0498 4.0944 -3.8420 0.406
H -0.6747 6.2101 -2.7529 0.408
H -3.0641 6.8347 -2.7503 0.449
H -4.7285 5.3666 -3.8420 0.394
H -3.9849 3.2710 -4.9565 0.432
F -2.8464 4.6435 -0.3950 -0.127
C -2.5714 5.6176 0.4926 0.330
C -3.5526 6.5407 0.7990 -0.462
C -3.2746 7.5435 1.7169 -0.474
C -2.0199 7.6168 2.3077 -0.498
C -1.0432 6.6840 1.9853 -0.573
C -1.3194 5.6729 1.0756 -0.111
H -4.5220 6.4709 0.3220 0.432
H -4.0371 8.2683 1.9711 0.386
H -1.8040 8.4025 3.0207 0.376
H -0.0642 6.7433 2.4429 0.385
H -0.5728 4.9327 0.8194 0.448
F 2.5652 -2.1830 -3.8347 -0.306
C 1.8636 -2.9764 -4.6693 0.318
C 1.6833 -2.5853 -5.9811 -0.478
C 0.9640 -3.4072 -6.8376 -0.372
C 0.4274 -4.6006 -6.3705 -0.519
C 0.6140 -4.9763 -5.0471 -0.416
C 1.3416 -4.1618 -4.1913 -0.296
H 2.1021 -1.6480 -6.3242 0.418
H 0.8213 -3.1161 -7.8700 0.370
H -0.1369 -5.2373 -7.0398 0.377
H 0.1925 -5.9036 -4.6809 0.382
H 1.5053 -4.4415 -3.1580 0.516

(3)
82
Properties=species:S:1:pos:R:3:mulliken_charge:R:1 method="wB97M-V/def2-TZVPD" homo_energy_ev=-9.29 orbital_gap_ev=9.881 smiles=COC[C@H](C)N.COC[C@H](C)N.COCCNCCOC.CO.CO.CO.CO e_lumo_ev=0.59 de_lowest_kcal_mol=0.0 e_tot_ev=-40372.311
C -2.9185 -1.5807 -6.8418 -0.784
O -2.5510 -1.9533 -5.5428 -0.254
C -1.9103 -3.2174 -5.4748 -0.756
C -2.2584 -3.8580 -4.1595 0.682
C -1.9814 -2.9666 -2.9673 -1.271
N -1.4984 -5.1271 -4.0062 -0.760
H -2.0677 -1.6010 -7.5408 0.306
H -3.2811 -0.5573 -6.7965 0.233
H -3.6776 -2.2538 -7.2596 0.309
H -2.2172 -3.8677 -6.3069 0.401
H -0.8238 -3.0723 -5.5786 0.291
H -3.3346 -4.0812 -4.1835 0.182
H -0.9891 -2.5105 -3.0672 0.114
H -1.9900 -3.5634 -2.0590 0.400
H -2.6643 -2.1181 -2.9485 0.362
H -1.4121 -5.5734 -4.9179 0.244
H -2.0464 -5.7892 -3.4668 0.256
C 1.6802 4.0196 4.8255 -0.649
O 2.3013 3.9639 3.5731 -0.309
C 2.6902 2.6549 3.2475 -0.594
C 3.2432 2.6216 1.8578 0.538
C 2.2512 3.1772 0.8459 -1.258
N 3.5475 1.2245 1.4808 -0.400
H 0.7862 3.3815 4.8666 0.188
H 1.3887 5.0420 5.0512 0.260
H 2.3578 3.6733 5.6212 0.318
H 3.4497 2.3078 3.9704 0.386
H 1.8473 1.9494 3.3342 0.193
H 4.1464 3.2434 1.7911 0.272
H 1.3683 2.5354 0.8013 0.026
H 2.7176 3.2448 -0.1417 0.387
H 1.9624 4.1949 1.1003 0.483
H 4.3698 0.8810 1.9703 0.246
H 3.8312 1.2410 0.4986 -0.023
C 0.3223 -3.4506 3.3613 -0.708
O 1.0688 -3.3057 2.1817 -0.392
C 1.2072 -1.9597 1.8076 0.240
C 1.8390 -1.8818 0.4092 -0.901
N 1.6684 -0.5243 -0.0874 0.603
C 1.9212 -0.3717 -1.5322 -0.445
C 3.3527 -0.5621 -1.9414 -0.662
O 4.1525 0.3538 -1.2350 -0.314
C 5.5089 0.2834 -1.6148 -0.956
H -0.7215 -3.1451 3.2257 0.266
H 0.7845 -2.9111 4.1973 0.311
H 0.3201 -4.5082 3.6293 0.269
H 1.8877 -1.4306 2.4948 0.250
H 0.2353 -1.4530 1.7817 -0.246
H 1.2887 -2.6017 -0.2069 0.448
H 2.8838 -2.2044 0.4942 0.187
H 2.3307 0.0601 0.4425 -0.238
H 1.5664 0.6211 -1.8225 0.274
H 1.2722 -1.0992 -2.0275 0.135
H 3.4280 -0.4195 -3.0292 0.406
H 3.6665 -1.5923 -1.7129 0.403
H 5.8838 -0.7346 -1.4850 0.334
H 6.0497 0.9990 -0.9980 0.301
H 5.6438 0.6147 -2.6519 0.319
C -1.8983 -0.1631 0.0144 0.304
O -0.8223 0.7412 0.0223 -0.586
H -1.7507 -0.9942 0.7161 0.195
H -2.8451 0.3213 0.2502 -0.265
H -2.0797 -0.6372 -0.9618 -0.050
H -0.0126 0.1888 -0.1141 0.406
C -1.6036 3.9219 1.7194 -0.402
O -2.3243 2.9157 0.9651 -0.464
H -0.8675 4.3110 1.0157 0.261
H -2.3106 4.6975 1.9976 0.336
H -1.1287 3.4838 2.5962 -0.006
H -1.6372 2.3260 0.6105 0.287
C -5.4640 1.4102 0.1971 -0.564
O -5.0666 2.7548 0.3190 -0.547
H -5.1386 0.8195 1.0629 0.191
H -6.5519 1.3744 0.1600 0.279
H -5.0704 0.9480 -0.7166 0.217
H -4.1506 2.7921 0.6386 0.502
C -1.9145 0.6999 3.7732 0.062
O -2.7855 0.2014 4.7952 -0.581
H -2.4439 0.7699 2.8208 0.068
H -1.6051 1.7127 4.0546 0.095
H -1.0407 0.0584 3.7111 0.054
H -3.3651 0.9043 5.0949 0.308

(4)
9
Properties=species:S:1:pos:R:3:mulliken_charge:R:1 method="wB97M-V/def2-TZVPD" homo_energy_ev="-9.06 / -7.89" orbital_gap_ev="7.990 / 7.150" e_lumo_ev="-1.07 / -0.74" de_lowest_kcal_mol=75.0 e_tot_ev=-7729.493
C -0.0768 0.1881 -0.0816 -0.080
C 0.1623 1.4942 -0.3384 -0.498
C -1.1113 -0.7107 -0.2951 -0.117
C -3.4792 0.0381 -0.0035 0.472
N -2.4331 -0.4856 -0.2218 -0.182
O -4.5620 0.4145 0.1615 -0.420
H 0.8420 -0.3511 0.1778 0.248
H 0.8785 2.0397 0.2675 0.241
H -0.8800 -1.7645 -0.3792 0.336

(5)
64
Properties=species:S:1:pos:R:3:mulliken_charge:R:1 method="wB97M-V/def2-TZVPD" homo_energy_ev=-7.79 orbital_gap_ev=7.828 e_lumo_ev=0.04 de_lowest_kcal_mol=2.8 e_tot_ev=-70340.057
Sn -0.1082 1.1959 -0.4938 0.916
O -1.4888 6.4981 -0.1571 -0.647
C -0.2941 6.4906 0.4591 0.265
C 0.3642 7.7043 0.6522 -0.632
C 1.5683 7.7458 1.3268 -0.331
C 2.1421 6.5817 1.8306 -0.723
C 1.5209 5.3713 1.5982 -0.540
C 0.3139 5.3046 0.8988 0.474
C -0.2480 3.9802 0.5661 1.053
O 0.5512 2.9585 0.6421 -0.849
N -1.5064 3.9194 0.2122 -0.919
N -1.8874 2.6245 -0.0557 0.181
C -3.1216 2.3188 0.0678 -0.195
C -3.6088 0.9589 0.0764 -0.199
C -4.9765 0.7348 -0.1392 -0.623
C -5.5469 -0.5055 0.0291 -0.732
C -4.7521 -1.5523 0.5003 -0.549
C -3.4116 -1.3565 0.7480 -0.120
C -2.7813 -0.1225 0.4855 0.584
O -1.4803 -0.0457 0.6598 -0.767
H -1.8164 5.5714 -0.1789 0.533
H -0.0916 8.6072 0.2671 0.415
H 2.0738 8.6938 1.4625 0.368
H 3.0681 6.6179 2.3886 0.397
H 1.9516 4.4449 1.9508 0.421
H -3.8338 3.1178 0.2780 0.397
H -5.5894 1.5753 -0.4468 0.412
H -6.5983 -0.6614 -0.1711 0.400
H -5.1933 -2.5246 0.6828 0.407
H -2.7916 -2.1586 1.1326 0.502
Cl 3.4675 0.7510 0.1281 -0.170
C 3.8596 -0.9150 -0.1663 0.968
C 5.2063 -1.2210 -0.3011 -0.664
C 5.5965 -2.5288 -0.5237 -0.412
C 4.6451 -3.5319 -0.6032 -0.830
C 3.3056 -3.2222 -0.4521 -0.174
C 2.8744 -1.9127 -0.2407 -0.409
P 1.0741 -1.5629 -0.0039 0.444
C 0.4176 -1.9162 -1.6696 0.586
C -0.9595 -2.1101 -1.8034 -0.260
C -1.5383 -2.2055 -3.0580 -0.853
C -0.7514 -2.0908 -4.1964 -0.516
C 0.6126 -1.8777 -4.0731 -0.701
C 1.1970 -1.7857 -2.8175 -0.698
C 0.5563 -3.0074 0.9839 0.606
C 0.1420 -4.2253 0.4508 0.009
C -0.3023 -5.2357 1.2912 -0.891
C -0.3364 -5.0407 2.6643 -0.431
C 0.0800 -3.8313 3.2026 -0.669
C 0.5157 -2.8173 2.3651 -0.627
H 5.9447 -0.4344 -0.2233 0.433
H 6.6473 -2.7652 -0.6267 0.374
H 4.9449 -4.5563 -0.7813 0.411
H 2.5645 -4.0104 -0.5031 0.368
H -1.5782 -2.1843 -0.9187 0.569
H -2.6071 -2.3553 -3.1459 0.448
H -1.2018 -2.1631 -5.1781 0.396
H 1.2276 -1.7727 -4.9579 0.418
H 2.2649 -1.6253 -2.7325 0.368
H 0.1596 -4.3866 -0.6198 0.438
H -0.6277 -6.1797 0.8723 0.404
H -0.6937 -5.8297 3.3134 0.405
H 0.0487 -3.6773 4.2735 0.421
H 0.8163 -1.8612 2.7782 0.340

(6)
13
Properties=species:S:1:pos:R:3:mulliken_charge:R:1 method="wB97M-V/def2-TZVPD" homo_energy_ev=-8.92 orbital_gap_ev=8.820 e_lumo_ev=-0.10 de_lowest_kcal_mol=79.5 e_tot_ev=-18963.597
H 0.8391 -0.4997 -2.3101 0.204
N 0.0152 -0.6646 -1.7551 -0.711
C 0.2279 -0.2832 -0.5551 0.874
C 1.3722 0.3031 -0.0315 -0.350
N 1.5680 1.1357 0.9659 -0.340
S 0.3100 1.4810 1.9850 -0.103
N -0.8155 -0.4923 0.3380 -0.183
N -1.8829 -1.0951 -0.3431 -0.720
H 2.3135 0.4574 -0.6011 0.296
H 0.9847 2.6685 2.6357 0.173
H -0.6538 -1.1283 1.2583 0.299
H -2.5772 -0.3467 -0.3609 0.226
H -1.7014 -1.5358 -1.2262 0.335

Copy entry 4 word for word.
9
Properties=species:S:1:pos:R:3:mulliken_charge:R:1 method="wB97M-V/def2-TZVPD" homo_energy_ev="-9.06 / -7.89" orbital_gap_ev="7.990 / 7.150" e_lumo_ev="-1.07 / -0.74" de_lowest_kcal_mol=75.0 e_tot_ev=-7729.493
C -0.0768 0.1881 -0.0816 -0.080
C 0.1623 1.4942 -0.3384 -0.498
C -1.1113 -0.7107 -0.2951 -0.117
C -3.4792 0.0381 -0.0035 0.472
N -2.4331 -0.4856 -0.2218 -0.182
O -4.5620 0.4145 0.1615 -0.420
H 0.8420 -0.3511 0.1778 0.248
H 0.8785 2.0397 0.2675 0.241
H -0.8800 -1.7645 -0.3792 0.336